Entry 1:
Formula: C4H4LuO5
Source: OMol25
Level of theory: ωB97M-V with the def2-TZVPD basis set

Results
2S+1	2
LUMO level (alpha / beta)	-0.671 / -2.250	eV
highest occupied orbital energy (alpha / beta)	-7.4 / -9.0	eV
Kohn-Sham gap (alpha / beta)	6.745 / 6.753	eV

Last column: Löwdin charge in e.
Element x y z (Å)
O: 1.980 1.546 -2.465  0.054
C: 1.516 1.338 -1.337  -0.778
O: 2.198 1.270 -0.259  -0.295
O: 0.174 1.233 -1.251  -0.078
C: -0.512 1.258 0.050  -0.459
H: -0.990 2.255 0.088  0.074
C: -1.623 0.222 -0.016  -0.147
H: -1.997 0.053 -1.043  0.086
H: -1.310 -0.754 0.387  0.039
H: -2.476 0.567 0.590  0.070
C: 0.585 -3.352 1.193  -0.423
O: 0.610 -2.844 2.235  0.150
O: 0.593 -3.867 0.155  0.219
Lu: 1.253 1.076 1.673  1.487


Entry 2:
Formula: C4H4LuO5
Source: OMol25
Level of theory: ωB97M-V with the def2-TZVPD basis set

Results
LUMO level	-6.924	eV
charge	+1
highest occupied orbital energy	-12.8	eV
Kohn-Sham gap	5.925	eV

Last column: Löwdin charge in e.
Element x y z (Å)
O: 0.684 -1.892 -0.098  -0.539
C: -1.332 -1.934 1.228  0.009
O: -1.663 -0.813 1.219  0.120
Lu: -0.207 -3.738 -0.311  1.968
O: -1.150 -0.990 -2.722  0.011
C: -1.773 -2.199 -2.863  -0.733
C: 0.239 -0.896 -2.417  -0.176
O: -2.923 -2.145 -3.292  0.106
O: -1.188 -3.241 -2.426  -0.174
C: 0.625 -0.568 -0.976  -0.116
H: 0.624 -0.111 -3.083  0.144
H: 0.760 -1.809 -2.743  0.130
H: 0.422 0.181 -0.190  0.126
H: 1.554 0.002 -1.198  0.124


Entry 3:
Formula: C4H4N
Source: OMol25
Level of theory: ωB97M-V with the def2-TZVPD basis set

Results
LUMO level (alpha / beta)	-8.066 / -8.066	eV
charge	+1
highest occupied orbital energy (alpha / beta)	-16.7 / -16.7	eV
Kohn-Sham gap (alpha / beta)	8.646 / 8.646	eV

Last column: Löwdin charge in e.
Element x y z (Å)
C: 1.186 -2.260 0.139  0.333
C: -1.033 2.339 1.319  0.007
C: 0.523 -1.335 -0.325  -0.081
C: -0.046 -0.429 -1.153  0.222
N: -0.662 1.615 0.510  0.077
H: 1.868 -3.079 -0.015  0.106
H: -1.254 3.173 2.026  0.106
H: -1.083 -0.584 -1.427  0.120
H: 0.501 0.561 -1.076  0.110


Entry 4:
Formula: C4H4N2
Source: OMol25
Level of theory: ωB97M-V with the def2-TZVPD basis set

Results
LUMO level	0.094	eV
structure (SMILES)	c1cnccn1
highest occupied orbital energy	-9.4	eV
Kohn-Sham gap	9.446	eV

Last column: Löwdin charge in e.
Element x y z (Å)
C: -1.247 -0.496 0.186  -0.122
C: -0.786 0.284 -0.987  -0.122
N: 0.478 0.308 -1.313  0.080
C: 1.175 0.374 -0.142  -0.150
C: 0.761 -0.124 1.062  -0.155
N: -0.431 -0.780 1.179  0.049
H: -2.062 -1.243 0.068  0.113
H: -1.380 0.867 -1.688  0.106
H: 2.053 0.974 -0.270  0.101
H: 1.440 -0.165 1.904  0.100


Entry 5:
Formula: C4H4N2
Source: OMol25
Level of theory: ωB97M-V with the def2-TZVPD basis set

Results
LUMO level	0.791	eV
highest occupied orbital energy	-7.5	eV
Kohn-Sham gap	8.250	eV

Last column: Löwdin charge in e.
Element x y z (Å)
C: 0.041 1.849 0.601  -0.109
C: -0.325 -1.754 0.695  -0.127
C: -0.429 1.076 -0.478  -0.151
C: 0.515 -1.092 -0.229  -0.165
N: -1.146 1.416 0.722  0.125
N: 0.737 -1.247 1.184  0.099
H: 0.781 2.253 1.157  0.077
H: -1.307 -2.130 0.648  0.099
H: -0.597 1.164 -1.583  0.089
H: 1.244 -1.455 -0.934  0.063


Entry 6:
Formula: C4H4N2
Source: OMol25
Level of theory: ωB97M-V with the def2-TZVPD basis set

Results
LUMO level	0.647	eV
highest occupied orbital energy	-8.1	eV
Kohn-Sham gap	8.765	eV

Last column: Löwdin charge in e.
Element x y z (Å)
N: -1.222 -0.902 -0.520  0.052
C: -0.251 0.088 -0.183  -0.400
C: 1.138 -0.173 -0.063  -0.122
C: 2.310 -0.443 0.029  0.109
C: -0.713 1.268 0.218  -0.195
N: -1.178 2.271 0.745  0.202
H: -1.447 -0.876 -1.506  0.075
H: -0.885 -1.826 -0.275  0.080
H: -1.125 1.322 1.470  0.177
H: 3.351 -0.665 0.065  0.020


Entry 7:
Formula: C4H4N2
Source: OMol25
Level of theory: ωB97M-V with the def2-TZVPD basis set

Results
LUMO level	-0.323	eV
highest occupied orbital energy	-8.2	eV
Kohn-Sham gap	7.876	eV

Last column: Löwdin charge in e.
Element x y z (Å)
C: -0.046 -0.337 -1.088  -0.246
C: -1.333 0.064 -0.952  0.029
N: -1.652 0.602 1.293  0.211
N: -0.577 0.482 1.708  -0.067
C: 0.683 0.146 1.265  -0.142
C: 0.883 -0.296 0.000  -0.102
H: 0.456 -0.564 -2.042  0.087
H: -1.777 0.196 -1.962  0.025
H: 1.453 0.269 2.014  0.099
H: 1.909 -0.562 -0.237  0.106


Entry 8:
Formula: C4H4N2
Source: OMol25
Level of theory: ωB97M-V with the def2-TZVPD basis set

Results
LUMO level (alpha / beta)	-1.121 / -1.121	eV
highest occupied orbital energy (alpha / beta)	-9.0 / -9.0	eV
Kohn-Sham gap (alpha / beta)	7.887 / 7.886	eV

Last column: Löwdin charge in e.
Element x y z (Å)
C: -0.421 1.646 0.659  -0.169
C: -0.107 3.099 0.570  -0.010
C: 0.390 3.465 -1.698  0.123
C: 0.205 -0.323 -0.490  -0.159
N: -0.173 3.526 -0.645  -0.118
N: 0.199 1.074 -0.304  -0.048
H: -1.072 1.321 1.408  0.090
H: -0.296 -0.365 -1.500  0.103
H: 1.309 -0.732 -0.437  0.113
H: -0.160 -1.096 0.232  0.075


Entry 9:
Formula: C4H4N2
Source: OMol25
Level of theory: ωB97M-V with the def2-TZVPD basis set

Results
LUMO level	0.416	eV
structure (SMILES)	c1cnccn1
highest occupied orbital energy	-9.8	eV
Kohn-Sham gap	10.245	eV

Last column: Löwdin charge in e.
Element x y z (Å)
C: 1.121 0.706 0.034  -0.134
C: 1.095 -0.676 -0.109  -0.140
N: -0.026 -1.377 -0.217  0.069
C: -1.120 -0.669 0.022  -0.137
C: -1.118 0.725 0.046  -0.131
N: 0.007 1.440 0.020  0.070
H: 2.072 1.221 0.119  0.103
H: 1.978 -1.287 -0.078  0.099
H: -1.981 -1.285 0.213  0.100
H: -2.063 1.252 -0.015  0.102


Entry 10:
Formula: C4H4N2
Source: OMol25
Level of theory: ωB97M-V with the def2-TZVPD basis set

Results
LUMO level	0.504	eV
structure (SMILES)	CC#CNC#N
highest occupied orbital energy	-9.1	eV
Kohn-Sham gap	9.631	eV

Last column: Löwdin charge in e.
Element x y z (Å)
C: -0.489 -0.304 0.182  -0.097
C: 0.589 0.178 0.401  -0.089
C: 1.886 1.216 -0.982  -0.345
C: -1.835 -0.773 0.427  -0.118
N: 1.717 1.734 -2.018  0.149
N: 1.869 0.570 0.151  0.025
H: -2.245 -0.549 1.395  0.064
H: -2.369 -0.353 -0.517  0.111
H: -1.780 -1.941 0.216  0.117
H: 2.657 0.221 0.744  0.183


Entry 11:
Formula: C4H4N2
Source: OMol25
Level of theory: ωB97M-V with the def2-TZVPD basis set

Results
LUMO level	-0.036	eV
structure (SMILES)	c1ccnnc1
highest occupied orbital energy	-9.6	eV
Kohn-Sham gap	9.553	eV

Last column: Löwdin charge in e.
Element x y z (Å)
C: -0.060 -0.071 -1.018  -0.085
C: 0.896 -0.693 -0.137  0.055
C: 0.610 0.010 1.208  -0.263
C: -1.149 0.636 -0.563  -0.204
H: 0.313 -0.386 -1.961  0.081
H: 1.717 -1.416 -0.398  0.114
H: 1.368 -0.170 1.902  0.083
H: -1.929 0.728 -1.291  0.104
N: -0.345 0.531 1.584  0.035
N: -1.421 0.830 0.675  0.078


Entry 12:
Formula: C4H4N2
Source: OMol25
Level of theory: ωB97M-V with the def2-TZVPD basis set

Results
LUMO level	0.188	eV
structure (SMILES)	c1ccnnc1
highest occupied orbital energy	-9.2	eV
Kohn-Sham gap	9.393	eV

Last column: Löwdin charge in e.
Element x y z (Å)
C: 0.756 0.776 -0.018  -0.143
C: 1.438 -0.404 -0.077  -0.014
N: 0.528 -1.803 0.056  0.030
N: -0.733 -1.668 0.136  -0.052
C: -1.369 -0.432 0.116  -0.140
C: -0.672 0.732 0.087  -0.095
H: 1.223 1.771 -0.126  0.104
H: 2.515 -0.162 -0.404  0.108
H: -2.462 -0.475 0.146  0.103
H: -1.227 1.661 0.084  0.098


Entry 13:
Formula: C4H4N2
Source: OMol25
Level of theory: ωB97M-V with the def2-TZVPD basis set

Results
LUMO level	-1.689	eV
structure (SMILES)	C=C1C=NN=C1
highest occupied orbital energy	-9.3	eV
Kohn-Sham gap	7.593	eV

Last column: Löwdin charge in e.
Element x y z (Å)
C: 0.521 -1.095 0.977  0.160
C: 0.234 -0.252 -0.136  -0.345
C: 0.648 1.082 -0.260  -0.165
C: -0.866 -0.325 -0.974  -0.084
H: 0.957 -0.528 1.858  0.068
H: 0.085 -2.060 1.603  0.138
H: 1.289 1.419 0.573  0.118
H: -1.626 -1.054 -1.334  0.121
N: -0.149 1.817 -0.978  0.010
N: -1.094 0.997 -1.328  -0.021


Entry 14:
Formula: C4H4N2O
Source: OMol25
Level of theory: ωB97M-V with the def2-TZVPD basis set

Results
LUMO level	0.462	eV
highest occupied orbital energy	-8.7	eV
Kohn-Sham gap	9.149	eV

Last column: Löwdin charge in e.
Element x y z (Å)
O: -0.241 -0.217 1.620  0.018
C: 0.173 0.940 0.916  -0.299
C: -0.757 1.262 -0.202  -0.009
C: -0.674 0.132 -0.949  -0.126
N: 0.142 -0.913 -0.533  0.057
C: 0.813 -0.696 0.769  -0.317
N: 1.417 0.655 0.653  0.182
H: -1.399 2.110 -0.379  0.092
H: -1.245 -0.030 -1.857  0.124
H: 0.391 -1.673 -1.141  0.129
H: 1.381 -1.570 1.101  0.149


Entry 15:
Formula: C4H4N2O
Source: OMol25
Level of theory: ωB97M-V with the def2-TZVPD basis set

Results
LUMO level	0.952	eV
highest occupied orbital energy	-8.8	eV
Kohn-Sham gap	9.789	eV

Last column: Löwdin charge in e.
Element x y z (Å)
C: -0.649 0.878 -0.803  -0.008
C: -0.012 0.416 0.307  -0.124
C: 0.204 -0.963 0.058  -0.339
C: 0.845 0.246 1.536  -0.030
N: -0.267 -1.417 -1.073  0.084
N: -0.758 -0.300 -1.635  -0.060
O: 0.913 -1.217 1.220  0.014
H: -1.117 1.816 -1.196  0.119
H: 1.858 0.522 1.523  0.110
H: 0.438 0.595 2.402  0.086
H: -1.455 -0.575 -2.341  0.149


Entry 16:
Formula: C4H4N2O
Source: OMol25
Level of theory: ωB97M-V with the def2-TZVPD basis set

Results
LUMO level	-0.390	eV
structure (SMILES)	O=C1NN2CC=C12
highest occupied orbital energy	-9.4	eV
Kohn-Sham gap	8.964	eV

Last column: Löwdin charge in e.
Element x y z (Å)
C: 1.011 -1.068 0.165  -0.005
C: 0.806 0.179 0.712  0.054
C: -0.426 0.873 1.294  -0.449
C: 0.281 -0.797 -1.177  -0.130
N: -1.058 0.935 0.073  0.043
N: 0.064 0.650 -0.745  -0.075
O: -0.683 1.235 2.420  0.089
H: 1.686 -1.885 0.508  0.101
H: 0.804 -0.660 -2.105  0.093
H: -0.795 -1.174 -1.155  0.139
H: -1.690 1.713 0.010  0.140


Entry 17:
Formula: C4H4N2O
Source: OMol25
Level of theory: ωB97M-V with the def2-TZVPD basis set

Results
LUMO level	0.597	eV
highest occupied orbital energy	-8.9	eV
Kohn-Sham gap	9.481	eV

Last column: Löwdin charge in e.
Element x y z (Å)
O: 2.164 -1.469 0.032  0.074
C: 1.128 -0.852 -0.072  -0.430
C: 1.044 0.619 -0.076  0.010
C: -0.145 1.234 0.043  -0.084
N: -1.308 0.505 0.072  -0.004
C: -1.386 -0.813 -0.128  -0.130
N: -0.189 -1.449 -0.227  0.084
H: 1.962 1.199 -0.100  0.116
H: -0.270 2.308 0.099  0.123
H: -2.198 0.943 0.230  0.122
H: -0.712 -2.263 0.130  0.119


Entry 18:
Formula: C4H4N2O
Source: OMol25
Level of theory: ωB97M-V with the def2-TZVPD basis set

Results
LUMO level	0.253	eV
structure (SMILES)	O=Cc1cnc[nH]1
highest occupied orbital energy	-9.5	eV
Kohn-Sham gap	9.769	eV

Last column: Löwdin charge in e.
Element x y z (Å)
O: 0.961 2.384 -0.576  0.035
C: 0.417 1.434 -1.106  -0.219
C: -0.009 0.251 -0.367  -0.235
C: -0.455 -0.999 -0.737  -0.094
N: -0.539 -1.823 0.348  0.061
C: -0.175 -1.076 1.371  -0.179
N: 0.153 0.179 0.999  0.109
H: 0.235 1.410 -2.196  0.125
H: -0.731 -1.337 -1.729  0.112
H: -0.109 -1.412 2.400  0.124
H: 0.251 0.990 1.593  0.162


Entry 19:
Formula: C4H4N2O
Source: OMol25
Level of theory: ωB97M-V with the def2-TZVPD basis set

Results
LUMO level	-1.028	eV
structure (SMILES)	O=Nc1cc[nH]c1
highest occupied orbital energy	-9.0	eV
Kohn-Sham gap	7.951	eV

Last column: Löwdin charge in e.
Element x y z (Å)
C: -0.483 -0.521 -0.498  -0.351
C: 0.959 -0.234 -0.845  -0.038
C: 1.296 0.565 0.143  -0.165
C: -0.912 0.129 0.662  -0.043
H: 1.445 -0.423 -1.870  0.141
H: 2.144 1.086 0.432  0.077
H: 0.484 1.618 2.032  0.245
H: -1.871 -0.256 1.342  0.179
N: -0.980 -1.615 -1.248  0.112
N: 0.251 0.871 1.127  -0.014
O: -2.334 -1.219 -1.279  -0.143


Entry 20:
Formula: C4H4N2O
Source: OMol25
Level of theory: ωB97M-V with the def2-TZVPD basis set

Results
LUMO level	-0.516	eV
highest occupied orbital energy	-8.3	eV
Kohn-Sham gap	7.777	eV

Last column: Löwdin charge in e.
Element x y z (Å)
C: 2.526 -0.029 -0.011  -0.242
C: 1.350 -0.544 0.314  -0.073
C: 0.199 2.081 -0.102  -0.152
C: -0.589 -2.062 0.006  -0.008
N: 3.638 0.278 -0.103  0.172
N: 0.452 -1.303 0.102  0.005
O: -0.077 1.701 1.010  -0.003
H: -0.191 1.689 -0.971  0.051
H: 0.975 2.862 -0.298  0.097
H: -1.432 -1.755 -0.658  0.081
H: -0.725 -2.857 0.750  0.073


Looking at strongest force on any atom for the records above, in order, we have 4.30, 5.74, 3.29, 2.92, 4.45, 3.42, 2.10, 3.80, 1.14, 4.54, 15.09, 3.66, 6.71, 0.62, 3.16, 4.98, 3.02, 0.49, 9.64, 3.32 eV/A.
Looking at energy relative to the best compared isomer or geometry (same formula, charge and spin) for the records above, in order, we have 0.0, 33.6, 39.8, 42.1, 177.4, 113.8, 112.2, 140.4, 9.0, 77.5, 79.8, 63.9, 100.7, 104.6, 84.7, 129.1, 47.4, 4.9, 142.0, 110.0 kcal per mole.